# 1
This record from OMol25 describes a 6-piece molecular cluster, C24H41N3O17P overall. The level of theory is the ωB97M-V functional and the def2-TZVPD basis.

```
86
C24H41N3O17P | OMol25 | the ωB97M-V functional and the def2-TZVPD basis
N 0.05 -7.76 4.92
C 0.02 -6.43 5.19
N 0.81 -5.97 6.15
C 1.72 -4.88 5.63
C 0.90 -3.84 4.90
C 0.04 -4.52 3.84
N -0.80 -5.62 4.42
P -2.13 -4.84 5.34
O -3.57 -5.52 4.93
O -1.86 -4.98 6.95
H -0.76 -8.36 5.06
H 0.86 -8.19 4.50
H 1.40 -6.74 6.45
H 2.55 -5.30 5.06
H 2.17 -4.39 6.49
H 0.25 -3.34 5.62
H 1.53 -3.11 4.39
H -0.61 -3.74 3.40
H 0.67 -4.98 3.08
H -3.64 -6.47 5.12
H -2.43 -5.64 7.39
C 0.62 1.72 3.22
C 0.06 0.55 2.46
C -0.75 -0.41 3.29
O -0.59 -1.65 2.56
C 0.60 -1.57 1.91
O 1.12 -2.49 1.36
O 1.11 -0.32 1.97
H 1.31 2.28 2.59
H -0.18 2.38 3.54
H 1.18 1.39 4.10
H -0.50 0.90 1.58
H -1.80 -0.14 3.36
H -0.35 -0.56 4.30
C 2.48 0.20 -3.46
C 2.34 1.19 -2.32
C 1.69 0.62 -1.09
O 1.12 1.80 -0.50
C 0.87 2.67 -1.50
O 0.23 3.67 -1.38
O 1.43 2.26 -2.66
H 2.82 0.71 -4.37
H 3.20 -0.58 -3.21
H 1.54 -0.26 -3.69
H 3.32 1.63 -2.10
H 2.40 0.15 -0.41
H 0.89 -0.08 -1.31
C -3.24 2.04 -5.63
C -2.13 1.05 -5.38
C -1.25 1.39 -4.20
O -0.01 0.76 -4.57
C 0.03 0.71 -5.92
O 0.99 0.42 -6.56
O -1.18 1.05 -6.45
H -3.74 1.82 -6.58
H -3.98 2.01 -4.83
H -2.85 3.06 -5.71
H -2.54 0.04 -5.29
H -1.62 1.00 -3.26
H -1.06 2.47 -4.09
C 2.82 3.66 -5.33
C 4.10 4.23 -4.78
C 5.10 4.67 -5.82
O 6.34 4.53 -5.13
C 6.17 3.55 -4.20
O 7.05 3.05 -3.57
O 4.86 3.22 -4.09
H 2.23 3.23 -4.53
H 2.23 4.44 -5.82
H 3.01 2.86 -6.05
H 3.89 5.03 -4.07
H 4.95 5.70 -6.14
H 5.12 4.02 -6.70
C -6.01 2.82 0.94
C -4.89 1.87 1.26
C -4.04 2.27 2.43
O -2.78 1.64 2.12
C -2.72 1.55 0.76
O -1.74 1.25 0.15
O -3.91 1.84 0.20
H -6.49 2.56 0.00
H -6.77 2.81 1.73
H -5.64 3.84 0.83
H -5.28 0.85 1.37
H -4.43 1.90 3.38
H -3.88 3.35 2.50
```

For the HOMO-LUMO gap, the calculation gives 0.27121 Ha. For the total energy, the calculation gives -74115.092 eV. Its net charge is +1. The calculation puts the HOMO energy at -11.804 eV.

=====

# 2
This record from OMol25 describes the molecule C24H41N3O6. The level of theory is the ωB97M-V functional and the def2-TZVPD basis.

```
74
C24H41N3O6 | OMol25 | the ωB97M-V functional and the def2-TZVPD basis
C 5.49 0.91 -5.27
H 5.34 1.92 -4.91
H 6.22 0.42 -4.62
C 4.17 0.14 -5.29
H 4.35 -0.88 -5.62
H 3.51 0.61 -6.01
C 3.48 0.13 -3.92
C 4.23 -0.73 -2.90
H 5.21 -0.32 -2.71
H 3.69 -0.77 -1.96
H 4.34 -1.75 -3.27
H 3.44 1.16 -3.55
C 2.00 -0.32 -4.04
N 1.29 -0.08 -2.80
C 0.74 1.12 -2.52
O 0.83 2.07 -3.28
C 0.07 1.20 -1.16
C 1.04 1.86 -0.18
C 0.40 2.01 1.20
C -0.88 2.84 1.12
C -1.85 2.20 0.12
C -1.21 2.04 -1.25
H -0.95 3.02 -1.66
H -1.91 1.57 -1.94
H -2.75 2.81 0.04
H -2.14 1.21 0.49
H -0.63 3.84 0.77
C -1.53 2.98 2.51
N -1.78 1.70 3.13
C -0.99 1.21 4.09
O -0.17 1.86 4.71
C -1.21 -0.30 4.33
N -0.67 -1.02 3.19
C -1.36 -1.48 2.12
O -0.90 -2.24 1.30
O -2.61 -0.95 2.08
C -3.63 -1.55 1.24
C -3.28 -1.46 -0.24
H -2.34 -1.97 -0.44
H -3.19 -0.42 -0.55
H -4.07 -1.93 -0.82
C -3.83 -3.01 1.66
H -4.03 -3.07 2.73
H -4.67 -3.44 1.12
H -2.93 -3.58 1.43
C -4.89 -0.73 1.55
H -5.12 -0.78 2.61
H -5.73 -1.12 0.98
H -4.73 0.31 1.28
C 0.64 -1.56 3.52
C 0.48 -1.93 4.99
H -0.03 -2.89 5.08
C -0.40 -0.80 5.54
H 0.21 0.03 5.89
H -1.05 -1.13 6.35
H 1.43 -2.00 5.51
H 1.39 -0.78 3.40
H 0.86 -2.40 2.87
H -2.28 -0.50 4.42
H -2.38 1.05 2.63
H -2.47 3.53 2.42
H -0.86 3.52 3.18
H 1.10 2.48 1.89
H 0.17 1.01 1.58
H 1.32 2.85 -0.57
H 1.95 1.26 -0.10
H -0.18 0.20 -0.80
H 1.17 -0.88 -2.20
C 1.88 -1.79 -4.36
O 1.56 -2.64 -3.57
O 2.15 -2.07 -5.64
H 2.07 -3.02 -5.81
H 1.53 0.27 -4.83
H 5.91 0.96 -6.27
```

As for the SMILES: CC[C@H](C)[C@H](NC(=O)[C@H]1CC[C@H](CNC(=O)[C@@H]2CCCN2C(=O)OC(C)(C)C)CC1)C(=O)O. For the HOMO-LUMO gap, the calculation gives 0.35930 Ha. For the total energy, the calculation gives -42312.714 eV. Its net charge is 0. The value obtained for the relative energy (zero: lowest compared OMol25 entry of this formula, charge and spin) is 3.5 kcal per mole. The calculation puts the HOMO energy at -9.170 eV.

=====

# 3
This record from OMol25 describes C24H41N4OSSi3Ta as an isolated structure. The level of theory is the ωB97M-V functional and the def2-TZVPD basis.

```
75
C24H41N4OSSi3Ta | OMol25 | the ωB97M-V functional and the def2-TZVPD basis
Ta -0.21 -0.44 0.46
C -1.16 4.25 2.31
N -0.15 3.26 2.74
C 0.97 3.57 3.48
C 1.61 2.42 3.75
N 0.86 1.38 3.19
C -0.22 1.95 2.56
S -1.51 1.16 1.70
C 1.15 0.00 3.46
C 1.62 -0.32 4.72
C 1.99 -1.63 4.99
C 1.84 -2.59 3.99
C 1.32 -2.19 2.78
N 0.99 -0.91 2.48
H -0.66 5.21 2.19
H -1.94 4.33 3.06
H -1.58 3.94 1.36
H 1.22 4.59 3.74
H 2.53 2.24 4.27
H 1.69 0.44 5.49
H 2.37 -1.90 5.97
H 2.10 -3.62 4.15
H 1.18 -2.92 1.99
C -2.19 -2.40 2.06
O -1.39 -1.74 1.04
Si -2.18 -1.84 -1.17
C -2.04 -3.67 -1.21
C -3.93 -1.31 -1.02
C -0.79 -0.66 -1.48
Si 0.84 -1.57 -2.14
C 1.34 -2.31 -0.43
C 0.53 -2.88 -3.41
C 2.20 -0.45 -2.70
Si -1.59 0.76 -2.76
C -2.65 -0.26 -3.90
C -0.26 1.55 -3.79
C -2.57 2.04 -1.84
H -2.81 -3.16 1.58
H -2.80 -1.64 2.54
H -1.52 -2.86 2.78
H -2.66 -4.09 -0.42
H -1.05 -4.11 -1.18
H -2.51 -4.00 -2.15
H -4.39 -1.84 -0.18
H -4.45 -1.68 -1.91
H -4.12 -0.24 -0.95
H 0.60 -3.00 0.00
H 1.73 -1.63 0.36
H 2.23 -2.93 -0.59
H -0.12 -3.70 -3.13
H 1.50 -3.31 -3.69
H 0.13 -2.42 -4.32
H 2.32 0.48 -2.17
H 2.10 -0.23 -3.76
H 3.14 -1.02 -2.60
H -2.10 -1.07 -4.37
H -2.96 0.41 -4.71
H -3.58 -0.66 -3.48
H 0.08 0.89 -4.58
H 0.61 1.95 -3.28
H -0.76 2.39 -4.28
H -3.09 1.71 -0.95
H -3.34 2.40 -2.54
H -1.98 2.92 -1.58
C 3.43 2.87 -0.54
C 3.77 1.68 0.10
C 2.77 0.80 0.45
N 1.46 1.04 0.19
C 1.14 2.20 -0.43
C 2.09 3.13 -0.80
H 4.20 3.57 -0.84
H 4.80 1.43 0.32
H 3.02 -0.13 0.95
H 0.09 2.37 -0.61
H 1.77 4.04 -1.30
```

For the HOMO-LUMO gap, the calculation gives 0.27374 Ha. For the total energy, the calculation gives -69545.989 eV. Its net charge is +4. The value obtained for the relative energy (zero: lowest compared OMol25 entry of this formula, charge and spin) is 17.5 kcal per mole. The calculation puts the HOMO energy at -20.821 eV.

=====

# 4
This record from OMol25 describes a 7-piece molecular cluster, C24H41NO9 overall. The level of theory is the ωB97M-V functional and the def2-TZVPD basis.

```
75
C24H41NO9 | OMol25 | the ωB97M-V functional and the def2-TZVPD basis
C -1.14 -4.32 -0.75
C -1.66 -3.83 0.51
O -1.71 -4.55 1.43
N -2.38 -2.43 0.53
H -1.67 -1.71 0.34
H -2.82 -2.32 -0.33
C -2.98 -2.18 1.87
H -1.00 -5.26 -0.95
H 0.04 -4.14 -0.63
H -1.51 -3.96 -1.72
H -2.16 -2.67 2.72
H -3.77 -2.88 1.89
H -3.52 -1.30 2.00
O -0.44 -0.41 -0.11
H 0.11 0.49 -0.12
C -3.01 0.79 -3.75
C -1.76 1.01 -2.78
C -1.07 2.28 -2.99
O -2.24 0.99 -1.47
H -3.43 -0.24 -3.77
H -2.56 0.99 -4.74
H -3.87 1.36 -3.60
H -1.13 0.12 -2.95
H -0.52 2.17 -3.95
H -0.13 2.58 -2.26
H -1.76 3.08 -2.77
H -1.74 0.30 -1.02
C 2.64 -1.61 -1.61
C 1.60 -1.31 -2.71
C 1.96 -1.84 -4.05
O 0.35 -1.75 -2.36
H 2.73 -1.04 -0.69
H 3.61 -1.17 -1.76
H 2.74 -2.66 -1.56
H 1.41 -0.31 -2.93
H 2.94 -1.55 -4.54
H 1.22 -1.65 -4.68
H 2.10 -2.90 -3.93
H 0.13 -1.17 -1.59
C 1.00 -2.71 3.85
C 1.02 -1.57 2.72
C 2.49 -0.87 2.59
O 0.76 -2.17 1.46
H 0.11 -3.19 3.99
H 1.00 -2.10 4.78
H 1.85 -3.36 3.80
H 0.25 -0.79 3.09
H 3.45 -1.55 2.41
H 2.81 -0.39 3.62
H 2.33 -0.21 1.97
H 0.40 -1.47 0.81
C 4.64 3.56 -1.87
C 3.89 2.67 -0.94
C 2.45 2.92 -0.59
O 1.92 2.21 0.28
C 1.82 4.00 -1.16
C 2.50 4.86 -2.18
C 3.84 4.56 -2.64
O 4.31 5.14 -3.62
H 5.89 3.45 -2.15
H 4.69 1.84 -0.51
H 0.78 4.24 -0.74
H 1.90 5.65 -2.65
C -2.91 1.34 2.34
C -1.50 1.28 2.83
C -1.01 1.76 4.27
O 0.13 1.64 4.65
C -2.08 2.09 5.17
C -3.42 2.12 4.65
C -3.94 1.65 3.40
O -5.17 1.53 3.23
H -3.11 0.93 1.37
H -0.65 0.83 2.25
H -1.92 2.45 6.11
H -4.10 2.62 5.19
```

For the HOMO-LUMO gap, the calculation gives 0.24912 Ha. For the total energy, the calculation gives -45457.100 eV. Its net charge is 0. The calculation puts the HOMO energy at -9.096 eV.

=====

Q: Look up the net charge of the second one.
A: 0